{"formula": "C31H63ClIN5O8", "method": "ωB97M-V with the def2-TZVPD basis set", "symbols": ["I", "Cl", "O", "O", "O", "O", "O", "O", "O", "O", "N", "N", "N", "N", "N", "C", "C", "C", "C", "C", "C", "C", "C", "C", "C", "C", "C", "C", "C", "C", "C", "C", "C", "C", "C", "C", "C", "C", "C", "C", "C", "C", "C", "C", "C", "C", "H", "H", "H", "H", "H", "H", "H", "H", "H", "H", "H", "H", "H", "H", "H", "H", "H", "H", "H", "H", "H", "H", "H", "H", "H", "H", "H", "H", "H", "H", "H", "H", "H", "H", "H", "H", "H", "H", "H", "H", "H", "H", "H", "H", "H", "H", "H", "H", "H", "H", "H", "H", "H", "H", "H", "H", "H", "H", "H", "H", "H", "H", "H"], "positions_angstrom": [[4.122, 0.746, 2.102], [1.822, -6.132, 1.836], [4.030, 6.837, 6.439], [2.464, -2.962, -1.369], [-1.977, 3.613, -0.440], [2.604, 5.212, 2.458], [-4.375, -7.644, -5.556], [-2.883, -6.165, -1.542], [-1.357, 7.133, -3.216], [2.966, -1.072, 4.023], [5.202, -4.586, 0.013], [1.028, -0.313, 0.306], [2.103, 4.771, 5.509], [-3.157, 6.317, -0.799], [-4.811, -8.209, -2.516], [3.711, -2.516, 0.740], [-3.835, -5.154, -1.254], [-0.746, 5.882, -2.944], [-2.776, 7.121, -3.196], [-4.222, -8.897, -4.908], [2.937, -1.862, -2.170], [3.386, 4.521, 6.160], [1.581, -1.301, 0.239], [3.646, -2.522, 2.304], [3.430, 6.262, 2.934], [1.372, -3.748, 0.591], [1.829, 3.872, 4.388], [2.330, -2.648, -0.001], [4.718, -3.613, 0.329], [-3.162, -7.399, -0.883], [2.735, 3.984, 3.160], [3.726, 5.633, 7.141], [0.174, 0.877, -2.778], [1.817, -5.216, 0.240], [-3.548, -6.608, -5.054], [-3.379, 7.352, -1.807], [0.755, -5.969, -0.672], [3.084, 7.869, 6.664], [-5.101, -9.065, -3.666], [1.786, -1.186, -3.032], [-1.095, 3.947, 0.619], [-3.806, 5.046, -1.110], [-3.513, -8.473, -1.900], [-3.336, 3.948, -0.168], [3.468, -1.120, 2.962], [1.681, 0.379, -2.789], [-3.491, -4.228, -1.716], [3.447, 8.770, 6.171], [-3.579, 4.725, -2.135], [2.780, -5.283, -0.299], [-1.416, 3.481, 1.555], [-0.271, -5.567, -0.562], [0.845, -7.045, -0.395], [4.630, 5.350, 7.689], [3.785, 3.771, 3.390], [-6.134, -8.856, -3.958], [-3.922, -4.994, -0.176], [1.842, 2.839, 4.751], [0.400, -3.592, 0.056], [-0.530, 5.783, -1.877], [2.171, 0.891, -3.656], [-1.354, 5.040, -3.285], [-4.546, -9.647, -5.635], [3.337, 3.570, 6.697], [-3.543, -9.446, -1.401], [2.090, 5.724, 5.163], [3.659, 6.917, 2.092], [2.202, 0.685, -1.858], [4.636, -2.904, 2.663], [-4.814, -5.405, -1.673], [-0.105, 3.570, 0.364], [-0.080, 1.440, -1.848], [-2.714, -8.494, -2.652], [4.372, 5.894, 3.350], [-3.929, 3.048, -0.359], [1.158, -5.895, -1.711], [-0.541, 0.032, -2.898], [1.143, -3.599, 1.666], [-3.488, 4.229, 0.878], [-4.889, 5.162, -1.017], [-3.341, -5.917, -5.874], [3.634, -2.312, -2.923], [-2.951, 8.275, -1.407], [4.200, 4.464, 5.427], [2.926, 5.776, 7.873], [-4.456, 7.524, -1.908], [-1.028, 5.032, 0.746], [4.180, -1.564, 0.381], [-3.948, -7.293, -0.129], [1.878, -1.435, -4.109], [2.899, 6.862, 3.677], [-4.068, -6.042, -4.277], [2.886, -3.197, 2.746], [-3.168, 6.221, -3.682], [3.536, -1.101, -1.622], [-2.245, -7.696, -0.365], [2.977, 8.075, 7.733], [0.804, 4.078, 4.066], [-5.073, -10.112, -3.346], [-3.087, 7.961, -3.825], [-4.838, -7.244, -2.822], [0.208, 5.853, -3.472], [0.055, 1.603, -3.618], [2.110, 7.609, 6.236], [-3.165, -9.109, -4.708], [-2.595, -6.984, -4.674], [0.829, -1.607, -2.627], [-2.159, 6.164, -0.714], [2.419, 3.208, 2.458]], "forces_ev_per_a": [[0.267, -0.365, -0.287], [0.577, 0.317, -0.476], [-0.327, 0.100, 0.167], [0.226, 1.245, 0.769], [0.028, 0.144, 0.324], [0.286, -0.091, 0.182], [0.292, -0.098, 0.192], [-0.297, 0.118, 0.212], [-0.208, -0.294, -0.050], [-0.321, 0.346, 0.805], [1.517, -1.721, -0.585], [-0.912, 1.473, 0.346], [0.172, -0.158, 0.012], [-0.172, -0.084, -0.149], [0.175, -0.162, 0.008], [1.603, -0.404, -0.250], [0.173, -0.014, -0.151], [0.240, 0.259, -0.008], [-0.158, 0.416, -0.048], [-0.300, -0.295, -0.148], [0.405, 0.041, -2.502], [-0.231, 0.362, -0.042], [1.752, -2.867, -0.833], [0.931, 0.598, -0.647], [-0.232, 0.123, -0.249], [-0.278, 0.016, -1.176], [-0.110, 0.267, 0.009], [-1.106, -0.183, 1.077], [-3.395, 2.598, 0.705], [0.433, -0.320, -0.195], [-0.364, -0.197, -0.147], [0.421, -0.296, -0.182], [0.591, 0.467, -0.054], [-1.600, -0.157, -0.132], [-0.236, 0.120, -0.242], [0.279, -0.005, 0.168], [1.603, -0.003, 0.236], [0.177, -0.044, -0.139], [-0.122, 0.296, 0.004], [-0.273, 0.494, 1.885], [0.045, -0.060, -0.207], [0.353, 0.088, 0.224], [-0.233, 0.370, -0.036], [-0.187, -0.177, -0.475], [-0.250, -1.266, -0.124], [-0.513, -0.163, -0.994], [0.055, -0.067, -0.011], [0.057, -0.071, -0.003], [-0.152, -0.187, -0.024], [-0.333, 0.032, 0.980], [0.024, 0.076, 0.045], [0.608, -0.421, -0.145], [-0.484, 0.775, -0.290], [-0.031, -0.014, 0.024], [0.028, 0.175, 0.085], [0.043, -0.065, -0.079], [-0.097, 0.003, -0.010], [0.085, 0.021, -0.001], [0.782, 0.030, 0.457], [-0.046, -0.223, 0.016], [-0.119, -0.335, 0.872], [-0.060, 0.020, 0.092], [-0.009, 0.043, 0.004], [-0.017, -0.008, -0.039], [-0.015, -0.002, -0.032], [-0.003, -0.049, 0.055], [-0.024, -0.074, -0.026], [-0.327, -0.291, -0.570], [-0.767, 0.469, -0.153], [-0.090, 0.049, 0.145], [-0.062, -0.024, -0.051], [0.198, -0.595, -0.620], [0.187, -0.084, 0.133], [-0.064, -0.028, 0.090], [-0.025, 0.018, 0.031], [-0.781, 0.176, 0.564], [0.467, 0.659, 0.054], [0.422, -0.126, -0.702], [0.135, 0.106, -0.037], [0.012, 0.035, -0.019], [-0.023, -0.073, -0.027], [-0.361, 0.179, 0.893], [-0.026, 0.022, -0.108], [0.182, -0.081, 0.139], [-0.078, 0.070, -0.140], [0.009, -0.083, -0.032], [0.003, -0.007, 0.185], [-0.374, -0.639, 0.526], [-0.078, 0.079, -0.137], [-0.059, 0.118, 0.738], [0.178, 0.038, 0.138], [0.179, 0.036, 0.136], [0.360, 0.515, -0.421], [0.103, -0.116, 0.108], [-0.604, -0.543, 0.037], [-0.027, -0.013, 0.028], [-0.095, 0.007, -0.012], [0.041, -0.070, -0.084], [0.084, 0.027, 0.010], [0.038, -0.007, 0.021], [-0.007, -0.053, 0.049], [-0.050, 0.058, -0.033], [-0.232, -0.656, 0.567], [-0.097, 0.057, 0.140], [0.027, 0.163, 0.088], [-0.059, -0.031, 0.087], [0.765, 0.080, -0.567], [-0.070, -0.007, 0.037], [-0.049, 0.078, 0.005]], "lowdin_charge": [0.94, 0.56, -0.20, -0.09, -0.21, -0.18, -0.18, -0.21, -0.18, 0.02, 0.18, 0.22, -0.05, -0.05, -0.05, -0.22, -0.11, -0.10, -0.23, -0.23, -0.17, -0.21, -0.14, -0.11, -0.10, -0.14, -0.19, -0.40, -0.16, -0.21, -0.27, -0.21, -0.11, -0.64, -0.10, -0.20, -0.12, -0.12, -0.20, -0.15, -0.11, -0.21, -0.21, -0.21, -0.80, -0.25, 0.09, 0.09, 0.10, 0.08, 0.09, 0.07, 0.06, 0.12, 0.08, 0.12, 0.09, 0.12, 0.13, 0.07, 0.10, 0.09, 0.12, 0.12, 0.12, 0.07, 0.09, 0.08, 0.14, 0.08, 0.08, 0.05, 0.10, 0.09, 0.12, 0.09, 0.07, 0.10, 0.12, 0.12, 0.09, 0.13, 0.12, 0.11, 0.12, 0.12, 0.08, 0.08, 0.12, 0.11, 0.07, 0.07, 0.12, 0.11, 0.12, 0.12, 0.09, 0.12, 0.12, 0.12, 0.07, 0.09, 0.06, 0.08, 0.11, 0.09, 0.10, 0.07, 0.05], "smiles": "CCCCO[C@@](C#N)(C[C@H](C)Cl)[C@H](C#N)CC(=O)I.COCCNCCOC.COCCNCCOC.COCCNCCOC", "energy_ha": -2852.323252, "homo_energy_ev": -8.604, "multiplicity": 1}